1.
Here is a 2-piece molecular cluster, HN3O3S overall from OMol25. Energies are from ωB97M-V with the def2-TZVPD basis set.

Positions of all 8 atoms, in Å:
N1 0.58307 -1.13066 0.97209
O1 -1.04158 1.78612 0.97310
N2 1.55238 -1.09753 0.30793
O2 -1.05435 0.77023 -1.19608
H1 1.44129 0.13754 -1.26913
O3 -2.34838 -0.31558 0.73363
N3 1.99717 -0.60502 -0.81578
S1 -1.12959 0.45491 0.29423

Atomic forces in eV per Å
N -1.5 1.1 0.8
O 0.0 -0.5 0.6
N 0.3 0.5 -2.4
O -0.5 -1.0 0.9
H -1.0 -0.4 1.1
O 0.6 0.6 -0.6
N 1.5 -0.4 0.4
S 0.4 0.1 -0.8

Computed properties:
Charge: -2
Energy above the lowest of the compared OMol25 structures with the same formula, charge and spin, eV: 2.528
HOMO-LUMO gap (spin up / spin down), eV: 5.8 / 5.8
Highest occupied orbital energy (spin up / spin down), eV: 1.45 / 1.46

Taken from the Löwdin analysis, the atomic charges in e are:
1 N -0.032
2 O -0.564
3 N -0.433
4 O -0.580
5 H -0.041
6 O -0.577
7 N -0.145
8 S 0.372


2.
Here is a 4-piece molecular cluster, C37H66N2O12P overall from OMol25. Energies are from ωB97M-V with the def2-TZVPD basis set.

Positions of all 118 atoms, in Å:
C1 -3.33559 -3.59796 5.11075
H1 2.42847 0.95480 1.87114
H2 -1.16422 0.19609 -3.25619
H3 -3.28825 2.72216 -7.20374
H4 0.12064 1.98794 -0.25291
H5 -0.10263 2.23330 -4.48008
C2 3.88729 -1.24966 -2.59003
C3 -0.04119 -0.13239 3.09498
H6 4.34283 -1.68709 -3.47404
H7 0.02327 -1.55173 -3.59937
H8 4.49424 2.44636 3.23806
C4 5.26220 -3.63025 2.61893
H9 -1.88316 -1.37076 -4.94002
C5 -6.68513 1.25135 -1.35706
C6 -4.17419 -1.89468 6.33496
C7 2.04825 -1.64692 -4.31044
C8 -0.24382 0.45952 1.70195
H10 -1.61956 -3.04612 6.32847
H11 -6.78056 2.02956 -4.39571
H12 -1.56311 -2.41115 4.67270
H13 -1.78523 2.88534 4.48309
H14 4.06752 -1.94114 -1.77182
H15 1.81683 -1.84812 -2.19230
C9 4.10337 -3.91191 0.70622
H16 -0.88297 3.36108 0.08654
N1 -2.13222 1.53392 -4.47336
C10 1.59184 2.96041 1.87497
O1 -4.94851 -1.20380 6.90418
H17 2.62807 -2.54237 -4.50656
H18 -0.48942 2.14407 -2.19534
H19 -2.08187 2.87721 -2.39736
C11 1.75904 -3.29548 2.84586
O2 -4.39893 -3.18317 5.97282
H20 1.97931 3.90579 2.24935
H21 -2.32818 4.28788 1.44656
C12 4.68696 1.23211 1.41255
O3 -2.92649 -1.49867 5.95004
H22 -3.65088 -3.46552 4.07374
H23 -3.53078 4.11898 2.69024
H24 0.63602 -4.61725 1.52514
N2 -0.72280 1.86824 1.64823
C13 1.65732 -4.34744 1.77208
H25 2.20138 -5.20594 2.14869
C14 1.14228 -1.08246 3.19603
H26 4.95581 -0.66921 -0.36182
H27 -8.73411 2.22890 -2.99427
H28 3.19908 1.11745 -0.20226
H29 2.35256 -0.84848 -4.98386
O4 3.32008 -3.70820 -0.16695
H30 0.32703 -2.94623 -4.62701
H31 -8.89775 0.52071 -3.44079
O5 4.52187 -2.96938 1.58491
O6 0.69005 -2.44291 2.99082
H32 -0.93965 -0.18082 1.17380
C15 -2.22003 -2.65736 5.50401
C16 -1.39924 2.73949 -6.13347
H33 0.03878 0.59764 3.89407
H34 1.98308 -0.18249 -2.72479
H35 2.28421 1.74555 3.50109
H36 6.07431 0.56362 -0.92695
C17 -6.86240 1.29284 -3.60015
H37 -0.76865 3.33944 -6.75825
O7 -6.18406 1.21899 -0.28055
C18 -2.72462 2.39954 -6.34641
H38 5.35490 0.24450 -2.97135
C19 4.26249 1.33687 -0.04824
H39 6.08777 -3.01023 2.95874
H40 1.93783 -0.88600 2.48214
C20 5.71742 -4.89659 1.92759
H41 -0.31568 3.82627 2.24385
H42 1.70070 3.00364 0.79240
C21 4.00034 2.27457 2.28480
C22 0.15466 2.85471 2.37319
H43 -0.92910 -0.72081 3.32066
C23 -8.24260 1.25506 -2.98036
H44 -3.08796 -4.64348 5.27387
C24 -3.19056 1.65034 -5.32838
C25 -1.99611 0.89070 -3.15534
C26 0.55243 -1.88544 -4.49725
H45 -2.90417 2.05842 -0.49483
H46 -4.17356 1.25453 -5.17976
C27 2.36432 -1.19535 -2.87422
C28 4.50210 0.13469 -2.30353
P1 -2.45668 1.96281 2.31877
H47 5.78878 -5.74682 2.60027
C29 -1.05633 2.17795 -4.96160
C30 -2.41411 2.05724 4.14956
C31 2.51090 1.87159 2.44374
H48 4.43343 0.23084 1.76352
H49 -1.65471 -0.24714 -6.29683
C32 -1.21578 -0.62449 -5.37952
H50 -1.96243 0.54687 -0.57347
H51 -6.54743 0.31934 -3.98248
O8 -6.03265 1.63629 -2.48841
H52 0.67580 0.41373 1.12301
O9 -7.95660 0.89566 -1.62564
H53 4.59317 -3.82532 3.45879
H54 3.78767 0.90021 -2.60628
C33 5.02182 0.29703 -0.85813
O10 4.68391 -5.10269 0.95651
O11 2.75307 -3.22551 3.55839
H55 4.45640 2.32650 -0.46571
C34 -0.82278 2.28352 0.19739
H56 -3.86730 3.50530 1.07346
H57 -2.09943 1.13796 4.62790
H58 5.76518 1.38413 1.43342
H59 -3.42512 2.30432 4.46322
H60 -2.89578 0.35814 -2.86682
H61 4.06229 3.22017 1.74390
C35 -1.55763 1.96155 -2.13192
H62 6.66862 -4.77328 1.40764
H63 1.54331 -1.01660 4.20241
H64 -1.14335 0.21094 -4.67087
C36 -1.92297 1.62979 -0.65078
O12 0.05861 -1.16922 -5.62482
H65 2.20916 -3.99916 0.90118
H66 0.18686 2.68083 3.44327
C37 -3.09687 3.61790 1.82981

Atomic forces in eV per Å
C 0.0 -0.1 -0.1
H -0.4 -0.2 0.4
H -0.4 -0.3 0.8
H -0.2 -0.1 -0.1
H 0.2 0.0 0.1
H 0.1 -0.3 0.4
C -0.8 0.4 -0.1
C -0.3 -0.3 -0.1
H 0.2 0.0 0.0
H 0.0 0.0 0.1
H 0.0 -0.2 0.1
C 0.5 -0.2 0.6
H -0.3 -0.2 -0.1
C 0.1 -0.1 0.0
C -0.1 -0.1 0.0
C -0.4 0.4 0.6
C 0.4 -0.5 0.0
H 0.0 0.0 0.0
H 0.2 0.1 0.1
H 0.0 0.1 0.0
H 0.0 0.0 0.3
H 0.1 0.0 0.1
H 0.0 -0.1 0.2
C 1.9 0.1 0.2
H -0.1 0.1 0.4
N -1.1 0.5 3.0
C 0.3 -0.6 0.5
O 0.0 0.1 0.0
H 0.0 -0.1 -0.3
H 0.1 0.0 -0.3
H 0.2 0.2 0.0
C 1.0 -0.9 0.9
O 0.2 0.2 0.0
H -0.1 0.2 0.0
H 0.0 0.1 0.0
C 0.0 0.7 -0.1
O -0.1 -0.1 -0.1
H 0.0 0.0 0.0
H -0.1 -0.1 0.2
H -0.1 0.1 -0.1
N -0.4 1.4 0.7
C -1.0 0.2 1.4
H -0.1 -0.3 0.0
C -0.2 -0.4 0.7
H 0.1 -0.1 0.2
H 0.0 0.0 0.0
H -0.2 0.2 0.2
H 0.1 -0.1 -0.3
O 0.8 0.4 -1.3
H 0.0 -0.1 0.0
H 0.0 -0.1 0.2
O -0.2 -0.4 -0.5
O 0.6 0.1 -0.9
H -0.4 0.2 -0.2
C 0.3 -0.1 -0.1
C 0.7 0.6 -0.6
H 0.1 0.3 -0.1
H -0.1 0.1 0.0
H -0.1 -0.4 0.0
H 0.1 0.1 0.3
C -0.1 0.0 -0.4
H 0.1 0.1 -0.2
O 0.2 0.1 0.1
C -1.3 0.8 -2.1
H 0.0 0.2 -0.1
C 0.3 -0.7 -0.1
H 0.0 0.2 -0.2
H 0.0 0.1 0.0
C 0.4 0.0 0.2
H -0.3 0.0 -0.1
H -0.2 0.0 -0.1
C -0.4 -0.1 -0.4
C 0.7 0.6 -0.7
H -0.1 0.0 0.2
C -0.2 0.0 -0.2
H -0.2 0.0 0.1
C 0.2 0.0 0.5
C 0.2 1.5 0.5
C 0.0 0.2 -0.5
H -0.2 -0.2 0.4
H 0.0 -0.3 0.3
C 0.3 -0.5 -0.2
C 0.6 -0.7 -0.1
P -2.0 -1.5 -0.2
H -0.2 -0.1 -0.1
C 0.7 1.1 0.0
C 1.1 0.9 -0.3
C 0.8 1.1 -0.3
H 0.3 -0.1 0.1
H 0.2 -0.1 -0.3
C 0.6 -0.4 0.2
H 0.0 -0.1 0.4
H 0.0 0.0 0.0
O -0.2 0.0 0.2
H 0.1 0.2 0.0
O 0.1 0.1 0.0
H 0.3 0.0 -0.3
H 0.0 0.2 0.2
C -0.3 0.2 -0.8
O -0.3 0.4 -0.2
O -2.2 0.6 -0.6
H 0.0 0.1 0.1
C -0.1 -0.8 -0.6
H 0.0 -0.2 -0.1
H -0.1 -0.2 0.0
H 0.1 -0.2 0.2
H -0.2 -0.2 -0.2
H -0.2 0.1 -0.1
H 0.0 0.2 0.1
C -1.1 0.0 0.5
H 0.0 0.0 -0.1
H 0.3 0.0 0.1
H 0.9 -2.5 -2.2
C 0.6 0.3 -1.1
O 0.4 -0.4 -0.1
H -1.5 0.0 0.4
H -0.3 -0.4 0.0
C 0.7 0.2 0.1

Computed properties:
Charge: +1
HOMO-LUMO gap, eV: 8.3
Highest occupied orbital energy, eV: -10.19

Atom charges from the Löwdin analysis, given in e for atoms 1 to 99:
1 C -0.113
2 H 0.061
3 H 0.092
4 H 0.103
5 H 0.114
6 H 0.135
7 C -0.180
8 C -0.134
9 H 0.102
10 H 0.096
11 H 0.113
12 C -0.111
13 H 0.109
14 C -0.575
15 C -0.562
16 C -0.162
17 C -0.156
18 H 0.138
19 H 0.133
20 H 0.105
21 H 0.046
22 H 0.079
23 H 0.100
24 C -0.594
25 H 0.134
26 N -0.192
27 C -0.157
28 O 0.179
29 H 0.111
30 H 0.100
31 H 0.128
32 C -0.444
33 O 0.068
34 H 0.127
35 H 0.040
36 C -0.212
37 O 0.039
38 H 0.134
39 H 0.053
40 H 0.099
41 N -0.342
42 C 0.042
43 H 0.105
44 C -0.151
45 H 0.097
46 H 0.137
47 H 0.104
48 H 0.123
49 O 0.124
50 H 0.126
51 H 0.137
52 O 0.054
53 O -0.013
54 H 0.123
55 C -0.123
56 C -0.068
57 H 0.104
58 H 0.093
59 H 0.121
60 H 0.114
61 C -0.131
62 H 0.107
63 O 0.150
64 C -0.105
65 H 0.103
66 C -0.216
67 H 0.138
68 H 0.115
69 C -0.090
70 H 0.118
71 H 0.114
72 C -0.180
73 C -0.162
74 H 0.106
75 C -0.107
76 H 0.135
77 C -0.079
78 C -0.116
79 C -0.221
80 H 0.090
81 H 0.112
82 C -0.207
83 C -0.185
84 P 1.032
85 H 0.138
86 C -0.141
87 C -0.251
88 C -0.193
89 H 0.109
90 H 0.103
91 C -0.135
92 H 0.110
93 H 0.132
94 O 0.038
95 H 0.122
96 O 0.074
97 H 0.109
98 H 0.099
99 C -0.200


3.
Here is a 2-piece molecular cluster, C4H8O2 overall from OMol25. Energies are from ωB97M-V with the def2-TZVPD basis set.

Positions of all 14 atoms, in Å:
H1 -1.12446 -1.85465 0.28752
O1 0.91036 0.50237 -1.14907
H2 -0.68789 -1.82479 -1.49776
H3 2.52646 -0.40443 1.46579
H4 -0.80830 1.98628 0.19973
C1 -0.20317 -0.00732 -0.15182
O2 2.29314 -0.27599 0.52585
H5 -2.02399 1.00515 -1.02581
C2 -1.31095 0.99874 -0.08628
C3 -0.38667 -1.49485 -0.43697
H6 -1.89187 0.66187 0.80053
H7 0.90136 2.15418 1.12331
H8 0.65190 -1.83551 -0.20275
C4 1.15408 0.38896 0.14774

Atomic forces in eV per Å
H 0.2 -0.4 -0.1
O 0.0 -0.1 1.1
H 0.4 1.0 1.6
H -1.0 0.7 -0.5
H -1.0 -1.2 -0.8
C -0.3 -0.2 -2.7
O -0.5 0.1 -0.5
H 1.7 0.1 1.9
C -0.6 0.1 0.2
C 0.5 0.2 -0.1
H -0.1 0.4 -0.5
H 0.7 -2.5 -1.2
H -1.1 -0.8 -0.3
C 1.1 2.5 2.0

Computed properties:
Charge: 0
Energy above the lowest of the compared OMol25 structures with the same formula, charge and spin, eV: 5.755
HOMO-LUMO gap (spin up / spin down), eV: 9.0 / 9.0
Highest occupied orbital energy (spin up / spin down), eV: -8.48 / -8.48

Taken from the Löwdin analysis, the atomic charges in e are:
1 H 0.082
2 O 0.062
3 H 0.120
4 H 0.132
5 H 0.043
6 C -0.406
7 O 0.055
8 H 0.131
9 C -0.061
10 C -0.008
11 H 0.087
12 H 0.137
13 H 0.086
14 C -0.460


4.
Here is C5H8N2O in the gas phase from OMol25. Energies are from ωB97M-V with the def2-TZVPD basis set.

Positions of all 16 atoms, in Å:
H1 -1.90452 0.92481 1.51879
N1 1.26973 0.11727 -0.95594
H2 -1.44391 -1.57661 -1.52422
N2 0.46328 -0.62098 -1.67973
O1 0.92880 -1.17304 -2.83584
C1 -0.64919 -0.21188 0.18087
C2 -1.88185 -0.09245 1.06572
H3 1.21323 2.26213 0.92555
C3 1.37349 1.23387 1.14422
C4 0.60711 0.41025 0.18821
H4 2.48156 1.08438 1.15157
H5 1.82054 -1.46923 -2.76701
H6 -1.96066 -0.85822 1.93138
C5 -0.70084 -0.94477 -1.10684
H7 1.15019 1.09861 2.23159
H8 -2.76696 -0.18414 0.53168

Atomic forces in eV per Å
H 0.0 -0.7 -0.1
N 0.1 0.2 0.1
H -0.3 -0.3 -0.4
N 0.5 -0.7 0.6
O -2.0 0.4 -1.2
C -1.3 -1.5 -2.3
C 2.1 0.0 2.6
H -0.1 1.1 -0.1
C 0.9 -0.1 2.1
C 0.4 -1.3 -1.2
H -0.9 -0.2 -0.7
H 1.2 -0.1 1.0
H 0.4 1.2 -1.3
C 0.9 2.3 3.0
H -0.5 -0.1 -0.9
H -1.5 -0.2 -1.3

Computed properties:
Charge: 0
Energy above the lowest of the compared OMol25 structures with the same formula, charge and spin, eV: 2.935
HOMO-LUMO gap, eV: 9.7
Highest occupied orbital energy, eV: -8.74
SMILES: Cc1cn(O)nc1C

Taken from the Löwdin analysis, the atomic charges in e are:
1 H 0.081
2 N 0.115
3 H 0.114
4 N -0.250
5 O 0.066
6 C -0.185
7 C -0.066
8 H 0.059
9 C -0.053
10 C -0.316
11 H 0.089
12 H 0.097
13 H 0.101
14 C 0.030
15 H 0.087
16 H 0.032


5.
Here is C11H14N4O in the gas phase from OMol25. Energies are from ωB97M-V with the def2-TZVPD basis set.

Positions of all 30 atoms, in Å:
H1 2.12006 0.87159 -1.74686
H2 3.41352 1.81454 -1.07308
H3 2.53183 -0.78039 3.91000
C1 -4.92012 0.02073 -1.81099
N1 -3.81581 1.01397 -1.48768
C2 2.81960 0.32825 0.20353
C3 -4.36707 -1.29709 -1.28715
H4 -4.90143 -1.69381 -0.39143
N2 -0.67778 0.32689 -0.10836
H5 4.78563 -1.17391 3.79180
C4 3.91598 -0.16116 0.82797
C5 2.54948 -0.48450 2.83627
H6 -4.13537 -2.07174 -2.02727
N3 -1.59437 1.05949 -0.80673
H7 -3.56428 1.89232 -1.92554
H8 -4.98031 -0.18616 -2.88483
H9 -5.87791 0.32286 -1.53202
H10 3.69644 0.16721 -1.63272
C6 3.02812 0.80539 -1.11509
H11 4.99471 -0.44342 0.55649
C7 -2.72258 0.42394 -0.94277
C8 0.44845 0.95474 0.04600
C9 3.78852 -0.50745 2.16778
H12 0.36584 0.05816 2.68871
N4 -3.04486 -0.92121 -0.79999
C10 1.55626 0.40633 0.85249
C11 1.32753 -0.05205 2.18140
H13 0.51902 1.82626 -0.54001
H14 -2.16321 -1.50157 -0.78712
O1 4.90411 -1.01820 2.83722

Atomic forces in eV per Å
H 0.4 -0.2 0.4
H 0.4 0.3 -0.2
H -0.1 0.2 -0.9
C 2.9 0.2 -2.1
N -1.0 0.1 0.1
C -1.3 -0.4 1.8
C 1.3 -0.6 2.0
H -0.1 0.0 -1.0
N 1.6 0.1 1.0
H -0.5 0.3 -0.8
C 2.8 -1.7 2.7
C -1.4 0.4 0.2
H -1.1 0.1 -0.1
N -1.2 0.0 -0.1
H -0.9 -0.2 -0.2
H 0.0 0.8 -0.2
H -1.3 0.5 1.1
H 0.9 -0.4 -0.6
C -1.4 1.4 -3.0
H -1.8 1.1 -0.9
C -0.6 -1.6 -1.0
C -1.7 -2.0 0.1
C -1.2 -1.0 2.0
H 0.4 -0.2 -0.3
N 3.4 0.5 1.1
C -0.6 -0.4 0.3
C 3.4 0.3 -0.7
H 0.5 1.5 -0.3
H -2.0 0.5 0.1
O -0.1 0.4 -0.5

Computed properties:
Charge: 0
Energy above the lowest of the compared OMol25 structures with the same formula, charge and spin, eV: 2.477
HOMO-LUMO gap, eV: 8.3
Highest occupied orbital energy, eV: -7.41
SMILES: Cc1cc(O)ccc1/C=N/N=C1NCCN1

Taken from the Löwdin analysis, the atomic charges in e are:
1 H 0.091
2 H 0.101
3 H 0.109
4 C -0.111
5 N 0.065
6 C -0.281
7 C -0.166
8 H 0.120
9 N 0.000
10 H 0.105
11 C 0.006
12 C -0.023
13 H 0.116
14 N 0.009
15 H 0.133
16 H 0.108
17 H 0.085
18 H 0.079
19 C -0.066
20 H 0.164
21 C -0.443
22 C -0.133
23 C -0.308
24 H 0.109
25 N 0.026
26 C -0.160
27 C 0.013
28 H 0.093
29 H 0.153
30 O 0.007


6.
Here is C13H16BrNO3 in the gas phase from OMol25. Energies are from ωB97M-V with the def2-TZVPD basis set.

Positions of all 34 atoms, in Å:
H1 0.66986 0.90736 -0.62361
C1 4.83826 1.12661 -0.42256
C2 -3.36879 -0.45588 1.63643
H2 4.39551 3.06303 1.64149
H3 6.76838 1.85552 0.14472
O1 1.34022 -1.86717 0.68914
C3 2.58671 0.03913 -0.84299
H4 2.95496 1.68826 0.47624
C4 -1.67603 -0.10073 -0.05208
O2 4.00913 -1.90680 -0.53065
C5 3.47292 0.77836 0.16606
C6 -2.42820 -1.07530 2.44207
H5 5.87876 1.08649 1.45673
H6 -0.38077 -1.70357 2.62078
Br1 -4.27115 0.85304 -0.73348
H7 5.17114 3.79892 0.23568
C7 5.32428 3.13097 1.08098
H8 2.50911 -2.98113 -1.96037
H9 -4.39185 -0.34832 1.96225
H10 -2.72246 -1.45606 3.40795
H11 5.29527 0.20994 -0.79647
H12 3.60547 0.13773 1.03909
O3 2.24655 -2.04982 -1.89770
C8 5.78138 1.75772 0.60181
C9 0.68354 -0.90270 0.34666
H13 6.07667 3.57123 1.73113
H14 -1.41289 0.25104 -1.03835
C10 -2.98029 0.01674 0.39404
C11 -0.73592 -0.71358 0.76876
N1 1.18931 0.06179 -0.45221
C12 -1.12148 -1.21109 2.01003
H15 4.70854 1.81156 -1.26497
C13 3.02600 -1.42004 -1.00979
H16 2.66233 0.50691 -1.83260

Atomic forces in eV per Å
H 0.0 -0.1 0.1
C 0.0 -0.1 0.3
C -0.1 0.1 -0.1
H -0.1 0.1 0.1
H 0.0 -0.1 0.1
O 0.0 -0.1 0.3
C 0.1 0.0 0.4
H -0.1 0.0 0.0
C 0.0 0.0 0.1
O 0.1 0.0 0.1
C 0.1 -0.1 -0.4
C 0.1 0.0 0.0
H 0.1 -0.1 0.0
H 0.1 -0.1 0.0
Br 0.2 -0.1 0.1
H 0.0 0.1 -0.1
C 0.1 -0.2 0.0
H 0.1 0.2 0.2
H -0.1 0.0 0.0
H 0.0 0.0 0.1
H 0.0 0.0 -0.1
H -0.1 0.0 0.1
O -0.4 -0.1 -0.4
C -0.1 0.1 -0.2
C -0.3 0.1 0.0
H 0.0 0.1 0.1
H 0.0 0.0 -0.1
C -0.2 0.1 -0.1
C -0.3 -0.1 0.2
N 0.1 0.2 -0.3
C 0.1 0.0 -0.1
H 0.0 0.0 -0.1
C 0.4 0.0 -0.2
H 0.0 -0.1 0.1

Computed properties:
Charge: 0
Energy above the lowest of the compared OMol25 structures with the same formula, charge and spin, eV: 0.194
HOMO-LUMO gap, eV: 9.9
Highest occupied orbital energy, eV: -9.44
SMILES: CCCC[C@H](NC(=O)c1cccc(Br)c1)C(=O)O

Taken from the Löwdin analysis, the atomic charges in e are:
1 H 0.145
2 C -0.215
3 C -0.122
4 H 0.062
5 H 0.104
6 O 0.101
7 C -0.208
8 H 0.114
9 C -0.080
10 O 0.123
11 C -0.145
12 C -0.061
13 H 0.110
14 H 0.121
15 Br 0.728
16 H 0.072
17 C -0.115
18 H 0.139
19 H 0.102
20 H 0.109
21 H 0.108
22 H 0.132
23 O 0.116
24 C -0.263
25 C -0.426
26 H 0.068
27 H 0.106
28 C -0.668
29 C -0.124
30 N 0.120
31 C -0.010
32 H 0.115
33 C -0.521
34 H 0.165